[1]
One molecule with the formula C5H7N. Source: OMol25; level of theory: ωB97M-V/def2-TZVPD.

```
13
Properties=species:S:1:pos:R:3:forces:R:3:lowdin_charge:R:1
C -0.7755 0.4093 2.5215 0.4687 -0.9837 1.9623 0.1199
C -0.5190 0.9227 1.4792 -0.6006 0.8070 0.7115 -0.1794
C -0.6763 1.5388 0.2136 2.0379 1.4142 -2.9173 -0.2511
N -0.3326 0.6030 -0.8792 0.4450 -0.5821 0.0414 0.0360
C 0.5230 -0.3012 -0.6404 -0.5610 0.6958 -1.5370 -0.2651
C 0.8285 -1.4395 -1.5051 -5.6508 -1.3262 0.6015 -0.0647
H -0.8180 -0.0603 3.4966 -0.0920 0.2952 -0.6870 0.0393
H -1.6949 1.7484 0.0114 -1.1477 0.3705 0.2744 0.0958
H -0.1295 2.5490 -0.0305 -0.7168 -1.8274 0.9749 0.1541
H 1.1536 -0.4126 0.1918 0.4070 0.5920 2.0486 0.0999
H 1.7628 -1.7416 -1.4503 4.7776 -0.9947 -0.2193 0.0123
H 0.3645 -1.5039 -2.4722 0.1024 0.4551 -0.5557 0.0769
H 0.3135 -2.3121 -0.9366 0.5303 1.0843 -0.6983 0.1260
```
Forces are in eV/Å.

The calculation puts the HOMO energy at -9.5 eV. The calculation puts the energy above the lowest of the compared OMol25 structures with the same formula, charge and spin at 337.5 kJ/mol. The total charge is 0. The SMILES is C#CC/N=C/C. The calculation puts the molar mass at 81.12 g mol⁻¹.

[2]
A 3-piece molecular cluster, Cl2NO7 overall. Source: OMol25; level of theory: ωB97M-V/def2-TZVPD.

```
10
Properties=species:S:1:pos:R:3:forces:R:3:lowdin_charge:R:1
N 10.7061 23.1584 -4.6592 1.7821 5.4049 -3.8619 -0.8041
O 10.9137 23.9133 -3.7859 -0.0250 4.8960 5.4532 -0.0482
O 10.7124 22.0391 -4.4375 -1.1114 -11.3126 1.5778 -0.0556
O 10.7004 23.5895 -5.8029 -0.6849 0.2600 -2.8290 -0.1850
Cl 12.9603 25.1563 -1.2087 8.1961 -3.1900 0.2614 0.5428
O 12.6175 23.8376 -1.6675 0.3093 0.7126 0.7488 -0.3423
O 14.4154 25.5336 -1.3413 1.0042 -2.3127 -0.6571 -0.4964
O 12.4435 26.1584 -1.9140 -6.1801 5.4607 -4.3564 -0.3192
O 12.8332 25.3220 0.1658 -2.7801 -0.4889 4.7067 -0.4081
Cl 9.5868 25.1124 -7.9500 -0.5102 0.5700 -1.0437 -0.8839
```
Forces are in eV/Å.

The calculation puts the HOMO energy at 2.7 eV. The calculation puts the energy above the lowest of the compared OMol25 structures with the same formula, charge and spin at 88.4 kJ/mol. The total charge is -3. The calculation puts the molar mass at 196.91 g mol⁻¹.

[3]
C2H5N2S as an isolated structure. Source: OMol25; level of theory: ωB97M-V/def2-TZVPD.

```
10
Properties=species:S:1:pos:R:3:forces:R:3:lowdin_charge:R:1
C 0.8461 0.0988 0.4259 -0.9451 -1.6268 1.7184 -0.1277
C -0.6843 -0.8073 -0.2502 1.9196 2.7171 4.7528 -0.7225
N 1.2994 0.9389 -0.4896 -0.0512 1.0030 -3.4273 0.0051
N -1.6680 -0.5111 0.5984 1.5769 0.2307 -1.0312 0.1409
S -0.3735 -1.6453 -1.5413 0.1538 -0.8292 -1.4612 1.0436
H 1.5256 0.0560 1.4033 -2.4073 -0.9812 -1.8960 0.1606
H 2.1818 1.4017 -0.3148 -0.1153 0.0164 -0.2122 0.1150
H -2.6213 -0.6581 0.3562 -0.8009 -0.3969 -0.0890 0.1264
H -1.4533 0.1979 1.2972 -0.1530 -0.3200 -0.1465 0.1335
H 0.9473 0.9285 -1.4850 0.8227 0.1868 1.7922 0.1250
```
Forces are in eV/Å.

The calculation puts the HOMO energy (spin up / spin down) at -11.2 / -15.6 eV. The calculation puts the energy above the lowest of the compared OMol25 structures with the same formula, charge and spin at 162.3 kJ/mol. The spin multiplicity is 3. As for the expectation value of S²: 2.02. The total charge is +1. The calculation puts the molar mass at 89.14 g mol⁻¹.

[4]
One molecule with the formula C3H3FN2. Source: OMol25; level of theory: ωB97M-V/def2-TZVPD.

```
9
Properties=species:S:1:pos:R:3:forces:R:3:lowdin_charge:R:1
F 2.5095 -0.1891 -0.0131 0.5942 -0.0001 -0.1092 0.1044
C 1.1972 -0.1745 -0.0560 -1.1342 1.4541 0.6276 -0.4322
C 0.3753 0.9192 -0.0235 -0.6768 0.8513 -0.1484 -0.0231
N -0.9284 0.3879 -0.0566 2.0107 0.4195 0.4214 0.0506
C -0.7912 -0.9404 -0.0025 0.9057 -0.5332 -0.2840 -0.1872
N 0.4942 -1.2818 -0.0067 -1.3007 -2.0741 -0.2616 0.1216
H 0.5473 1.9845 0.1040 0.0236 -0.4123 -0.2778 0.1118
H -1.7655 0.9016 0.0672 -0.5881 0.3972 -0.0250 0.1354
H -1.6386 -1.6074 -0.0129 0.1657 -0.1022 0.0569 0.1188
```
Forces are in eV/Å.

The calculation puts the HOMO energy at -8.9 eV. The calculation puts the energy above the lowest of the compared OMol25 structures with the same formula, charge and spin at 13.7 kJ/mol. The total charge is 0. The SMILES is Fc1c[nH]cn1. The calculation puts the molar mass at 86.07 g mol⁻¹.

[5]
An isolated ion of composition C12H15N2O and charge +1. Source: OMol25; level of theory: ωB97M-V/def2-TZVPD.

```
30
Properties=species:S:1:pos:R:3:forces:R:3:lowdin_charge:R:1
C 1.3142 -0.1616 -1.0516 -0.5314 -0.4527 2.3382 -0.0259
C 1.7329 -0.8792 1.2483 -1.7138 -1.2655 1.5829 -0.0555
C 2.4539 0.6108 -0.9480 -0.4144 -1.2655 -0.1094 -0.0672
C 2.9684 -0.3440 1.2131 0.5121 3.1748 -2.4217 -0.0143
C 0.9247 -0.9564 0.0825 -1.3088 0.7304 -1.4142 -0.2417
C 3.3196 0.5856 0.1319 -0.5745 -2.6586 0.9742 -0.2268
C -3.1587 1.2007 0.1269 -1.2228 0.9431 2.4238 -0.3849
C -1.3873 -1.8437 -0.8973 0.6424 3.1439 -1.5885 -0.1351
C -3.5813 -1.0207 0.4364 -2.5891 1.0116 -1.8822 0.0023
C -0.2019 -1.8450 0.0402 0.0222 1.2373 -0.3483 -0.0006
C -2.5201 -0.8081 -0.6494 0.6333 -0.8724 2.1075 -0.1015
C 4.6133 1.3462 0.0511 -0.8201 -2.8851 0.1737 -0.0223
N -2.1978 0.5800 -0.5455 -0.4111 0.0277 -1.7700 0.1861
N -3.4066 2.4925 0.3521 -1.5269 0.8508 1.6693 0.2263
O -3.9463 0.3944 0.8367 1.1948 -0.5788 -1.5510 0.0559
H 0.6805 -0.0984 -1.9182 0.1175 -0.3202 -0.4244 0.0942
H 1.2740 -1.1872 2.2628 1.0293 -0.2668 -1.8734 0.1508
H 2.7898 0.8971 -1.8951 0.6471 1.6188 -1.1324 0.0963
H 3.6740 -0.4612 1.9699 0.7894 -0.0452 1.5375 0.0948
H -1.1187 -1.5994 -1.9601 0.3440 -0.3878 0.7337 0.1265
H -1.9320 -2.7153 -0.9880 -0.6081 -2.3413 0.1584 0.0860
H -4.5987 -1.5187 0.1151 2.0442 0.9934 0.1974 0.1765
H -3.3289 -1.4800 1.3404 0.9835 -0.8645 1.2555 0.1103
H -0.1329 -2.5778 0.7902 -0.5816 -0.9211 0.9597 0.0869
H 5.3974 0.6852 0.4450 0.0419 0.5578 0.0388 0.0969
H 4.7329 1.4339 -1.0096 0.6842 1.1257 -0.3534 0.0750
H 4.4321 2.1781 0.6686 0.6128 1.6244 0.2760 0.0762
H -1.7314 0.9989 -1.3671 -0.1635 0.0030 0.9854 0.1953
H -2.9499 3.3137 -0.0184 0.4397 -0.5849 -0.3894 0.1345
H -4.1153 2.7796 1.1370 1.7277 -1.3323 -2.1536 0.2050
```
Forces are in eV/Å.

The calculation puts the HOMO energy (spin up / spin down) at -10.0 / -11.9 eV. The calculation puts the energy above the lowest of the compared OMol25 structures with the same formula, charge and spin at 351.4 kJ/mol. The total charge is +1. The calculation puts the molar mass at 203.27 g mol⁻¹.

[6]
C4H5BrCl3O3Zr as an isolated structure. Source: OMol25; level of theory: ωB97M-V/def2-TZVPD.

```
17
Properties=species:S:1:pos:R:3:forces:R:3:lowdin_charge:R:1
Zr -1.4751 2.7580 -3.2834 0.4305 -2.2315 1.4700 1.5815
Br -1.0197 0.5680 -1.8787 -0.5609 2.6223 -1.6336 0.1635
C 0.3106 -2.4322 -3.4598 0.0513 -0.3587 -0.0876 -1.5307
Cl -0.0129 -3.8652 -4.4314 0.2838 0.2989 0.3698 0.7878
Cl 1.5694 -1.4853 -4.2846 -0.4124 -0.3175 0.3111 0.6943
Cl 0.8459 -2.8631 -1.8157 -0.1818 0.1141 -0.7596 0.6742
H -0.6197 -1.8671 -3.4017 0.3268 -0.0440 0.0273 -0.0330
C -0.4670 0.1291 2.4891 0.4609 -1.7324 0.1969 -0.0841
C 0.7158 0.5407 1.7058 0.1201 -0.3781 -0.5403 -0.0810
O 0.6668 1.9233 1.8157 1.7669 1.1453 -2.2061 0.1681
C -0.1344 2.3089 2.7445 -1.1703 2.0488 2.7739 -0.4666
O -0.2117 3.4746 3.1304 0.0018 -2.2890 -0.5976 0.3202
O -0.7939 1.2471 3.2530 -0.8781 0.8453 0.3448 0.1920
H -0.3083 -0.8139 3.0123 -0.2070 0.3466 0.7150 0.1739
H -1.2304 -0.0963 1.7445 -0.9772 0.1741 0.1253 0.1592
H 0.4808 0.3388 0.6608 0.7820 -0.1827 -0.5029 0.0978
H 1.6838 0.1345 1.9993 0.1636 -0.0615 -0.0062 0.1825
```
Forces are in eV/Å.

The calculation puts the HOMO energy at -19.5 eV. The total charge is +3. The calculation puts the molar mass at 378.57 g mol⁻¹.

[7]
C36H61ClNO6PSeV as an isolated structure. Source: OMol25; level of theory: ωB97M-V/def2-TZVPD.

```
108
Properties=species:S:1:pos:R:3:forces:R:3:lowdin_charge:R:1
V -1.0987 1.2704 1.0311 0.1373 -1.1747 1.1567 0.6661
C 0.4444 1.5399 -6.6195 0.0140 0.0318 -0.0357 -0.0486
C 0.5477 0.2554 -5.7836 0.0105 0.0454 0.0895 -0.5606
C -0.5403 -0.7101 -6.2536 -0.0513 -0.0278 0.0097 -0.0706
C 1.9124 -0.4030 -6.0284 0.0634 -0.0245 -0.0191 -0.0479
C 0.3979 0.6040 -4.2991 0.0525 0.0417 -0.0776 -0.1666
C -0.6233 0.1012 -3.5038 -0.0494 -0.0804 0.0143 -0.0498
C -0.7135 0.4943 -2.1826 -0.1711 -0.1148 0.1182 -0.3683
Se -1.9695 -0.3258 -0.9757 0.1345 -0.1519 -0.1358 1.2385
C -0.7643 -1.6963 -0.3349 -0.1946 -0.0112 -0.1277 -0.3594
C -0.7649 -2.9330 -0.9677 -0.0435 0.1342 0.0166 -0.0569
C 0.0852 -3.9388 -0.5387 0.0257 -0.0294 0.0097 -0.1700
C 0.9082 -3.6340 0.5434 0.1005 -0.1012 0.0368 0.0104
C 0.9429 -2.4122 1.2048 0.2109 -0.0899 0.1789 -0.0719
C 0.0761 -1.4019 0.7478 -0.1266 0.4829 0.3023 -0.2924
O 0.0452 -0.1898 1.3148 -0.0706 -0.0523 -0.4598 -0.2144
C 1.9195 -2.2725 2.3923 -0.0389 0.0610 -0.0909 -0.5203
C 3.3523 -2.5704 1.9136 -0.0386 -0.0474 -0.0339 -0.0465
C 1.5179 -3.2787 3.4827 -0.0144 -0.0379 0.0207 -0.0429
C 1.9426 -0.8845 3.0417 0.0088 0.0340 0.0576 -0.0759
C 0.1562 -5.3211 -1.1916 -0.0041 0.0230 0.0500 -0.5599
C -0.1467 -6.4070 -0.1477 -0.0269 0.0203 0.0371 -0.0486
C -0.8517 -5.4624 -2.3320 -0.0390 0.0188 -0.0468 -0.0704
C 1.5650 -5.5451 -1.7599 0.0465 0.0090 -0.0099 -0.0473
C 0.1603 1.4199 -1.6009 -0.3506 -0.0379 0.6277 -0.3037
O -0.1262 1.8394 -0.3569 1.6007 0.9467 -2.4316 -0.3163
C 1.2624 1.8598 -2.3465 0.1723 0.1677 -0.1494 -0.0722
C 1.3178 1.4488 -3.6811 0.1005 0.0770 0.0116 0.0189
C 2.3848 2.7740 -1.8122 -0.1777 -0.0527 0.0133 -0.5262
C 3.7526 2.1824 -2.1916 0.0179 -0.0142 -0.0118 -0.0518
C 2.3756 2.9351 -0.2859 0.0543 0.0244 -0.0047 -0.0532
C 2.2319 4.1653 -2.4443 -0.0034 0.0343 -0.0358 -0.0411
H 0.5161 1.3068 -7.6879 0.0026 0.0233 0.1029 0.0841
H -0.5104 2.0423 -6.4391 0.0641 -0.0379 -0.0209 0.0899
H 1.2463 2.2410 -6.3730 -0.0610 -0.0363 -0.0121 0.0775
H -0.4017 -0.9282 -7.3158 -0.0056 0.0104 0.0591 0.0847
H -0.4981 -1.6573 -5.7086 -0.0111 0.0439 -0.0361 0.0847
H -1.5395 -0.2826 -6.1276 0.0658 -0.0361 -0.0114 0.0872
H 2.0195 -0.6676 -7.0857 -0.0003 0.0174 0.0819 0.0843
H 2.7369 0.2658 -5.7662 -0.0697 -0.0571 -0.0111 0.0764
H 2.0148 -1.3144 -5.4317 -0.0083 0.0706 -0.0514 0.0906
H -1.3453 -0.6071 -3.8895 0.0305 0.0275 0.0079 0.0984
H -1.4396 -3.0826 -1.8008 0.0051 -0.0035 0.0246 0.0937
H 1.5729 -4.4148 0.9005 -0.0161 0.0645 -0.0023 0.1026
H 3.4620 -3.5898 1.5364 -0.0136 0.0508 0.0122 0.0737
H 3.6376 -1.8823 1.1125 -0.0135 -0.0402 0.0589 0.0908
H 4.0561 -2.4437 2.7430 -0.0614 -0.0122 -0.0609 0.0828
H 1.4894 -4.3041 3.1048 0.0156 0.0721 0.0348 0.0749
H 2.2372 -3.2429 4.3087 -0.0564 0.0044 -0.0524 0.0829
H 0.5260 -3.0355 3.8767 0.0812 -0.0261 -0.0369 0.0926
H 2.2290 -0.1061 2.3319 0.0212 -0.0553 0.0503 0.0868
H 0.9735 -0.6094 3.4606 0.0864 -0.0125 -0.0066 0.0620
H 2.6880 -0.9080 3.8451 -0.0097 -0.0120 0.0067 0.0804
H -1.1443 -6.2640 0.2770 0.0598 -0.0190 -0.0252 0.0911
H -0.1063 -7.3989 -0.6085 0.0039 0.0576 0.0232 0.0834
H 0.5737 -6.3891 0.6739 -0.0445 -0.0012 -0.0515 0.0753
H -1.8782 -5.3170 -1.9817 0.0793 -0.0125 -0.0334 0.0881
H -0.6541 -4.7456 -3.1350 -0.0240 -0.0518 0.0590 0.0843
H -0.7816 -6.4674 -2.7565 -0.0087 0.0537 0.0091 0.0842
H 2.3228 -5.5189 -0.9719 -0.0555 0.0054 -0.0602 0.0776
H 1.6264 -6.5194 -2.2555 -0.0020 0.0584 0.0403 0.0837
H 1.8124 -4.7697 -2.4903 -0.0095 -0.0516 0.0365 0.0896
H 2.1408 1.8228 -4.2833 -0.0606 -0.0276 0.0594 0.1037
H 3.8413 1.1549 -1.8278 0.0070 0.0670 -0.0117 0.0933
H 3.9258 2.1765 -3.2695 -0.0231 -0.0110 0.0435 0.0717
H 4.5491 2.7780 -1.7352 -0.0551 -0.0322 -0.0430 0.0832
H 2.4073 1.9686 0.2218 -0.0061 0.0209 -0.0128 0.0902
H 3.2607 3.5080 0.0053 0.0005 -0.0245 -0.0107 0.0849
H 1.4929 3.4672 0.0596 0.0078 0.0011 -0.0071 0.0687
H 2.3059 4.1157 -3.5352 -0.0065 0.0115 0.0884 0.0795
H 1.2584 4.5952 -2.1896 0.0801 -0.0228 -0.0118 0.0902
H 3.0130 4.8412 -2.0773 -0.0684 -0.0742 -0.0389 0.0859
C -3.4782 3.1474 -1.8092 0.1363 -0.0741 0.1607 -0.1030
O -3.6771 2.0681 -0.9105 -0.1454 0.2374 -0.1628 -0.3053
C -4.9966 2.0226 -0.3878 0.1341 -0.0840 -0.2391 -0.1905
C -5.1603 2.8429 0.8602 0.0803 0.1973 0.1466 -0.2326
O -4.5401 2.1673 1.9241 -0.1519 -0.1533 0.0758 -0.2309
C -4.7998 2.7447 3.1824 0.1352 0.0693 -0.0645 -0.1027
H -4.0984 3.0252 -2.7013 -0.0546 -0.0042 -0.0422 0.0927
H -2.4279 3.1392 -2.0989 -0.0115 -0.0178 0.0293 0.0874
H -3.7075 4.1133 -1.3455 0.0099 -0.0173 0.0054 0.0835
H -5.2034 0.9802 -0.1484 -0.0315 -0.0821 -0.0147 0.1339
H -5.7133 2.3622 -1.1445 0.0072 -0.0474 -0.0381 0.1282
H -6.2293 2.9839 1.0630 -0.0680 -0.0026 0.0393 0.1297
H -4.7074 3.8346 0.7203 -0.0563 0.0481 0.0516 0.1115
H -5.8762 2.7973 3.3813 -0.0237 -0.0169 -0.0028 0.0879
H -4.3812 3.7562 3.2483 0.0055 0.0099 -0.0043 0.0865
H -4.3254 2.1125 3.9312 0.0064 0.0039 -0.0137 0.0882
Cl -1.7536 3.7499 1.1602 -0.0448 0.1651 0.1556 0.6295
C -0.6765 2.8190 2.2732 0.0768 0.2202 0.0426 -0.5506
H -1.1149 2.8353 3.2598 -0.0643 -0.0674 0.0746 -0.0114
H 0.3188 3.2530 2.2599 0.0823 0.0567 -0.1847 0.0172
O -2.8776 -0.2698 2.6122 -0.2683 -0.2005 0.1576 0.0828
N -2.2178 0.5047 2.0683 -1.0008 -0.3587 0.5327 -0.1812
C -0.8285 2.5064 6.8180 -0.0717 0.1069 0.1055 -0.1807
P 0.0125 1.2289 5.8701 -0.1550 -0.1162 -0.3679 0.4968
C 0.3153 -0.1064 7.0288 0.0018 -0.1879 0.0894 -0.1757
C 1.6271 1.9251 5.5028 0.1608 0.0641 -0.0640 -0.1649
O -0.7364 0.7958 4.6572 0.0579 0.1458 0.2617 -0.3641
H -0.2958 2.7413 7.7447 -0.0710 -0.0094 -0.1153 0.0547
H -1.8384 2.1630 7.0499 0.0542 0.0345 0.0251 0.0553
H -0.8975 3.4052 6.2012 -0.0283 -0.0335 0.0607 0.0507
H 0.7883 0.2444 7.9487 -0.0231 -0.0440 -0.0689 0.0537
H 0.9521 -0.8492 6.5430 -0.0311 0.0215 0.0511 0.0504
H -0.6450 -0.5716 7.2581 0.0616 -0.0168 0.0479 0.0576
H 2.2321 2.0449 6.4047 -0.0304 0.0214 -0.0717 0.0567
H 1.4849 2.8976 5.0279 0.0610 -0.0200 -0.0093 0.0526
H 2.1361 1.2643 4.7976 -0.0091 0.0452 0.0805 0.0361
```
Forces are in eV/Å.

The calculation puts the HOMO energy (spin up / spin down) at -7.3 / -7.3 eV. The calculation puts the energy above the lowest of the compared OMol25 structures with the same formula, charge and spin at 135.2 kJ/mol. The spin multiplicity is 2. As for the expectation value of S²: 0.76. The total charge is 0. The calculation puts the molar mass at 800.22 g mol⁻¹.

Calculated total energy list, top to bottom, in eV: -6785.015 -40851.535 -15958.865 -8856.936 -17704.720 -119219.141 -164941.751